(1)
C37H60AsBiN6S4Si3 as an isolated structure. Source: the OMol25 dataset; level of theory: wB97M-V/def2-TZVPD.

Summary:
ΔE to the lowest compared entry with this formula, charge and spin   0.0 kJ/mol
Net charge   +2
Max |F|   1.61 eV/Å

Geometry (Å):
1 Bi 12.6819 14.9575 12.9336
2 N 15.2167 11.5054 10.2495
3 C 15.6188 10.3762 11.0082
4 C 15.8024 9.1488 10.3901
5 C 16.2975 8.0630 11.0928
6 C 16.5571 8.1821 12.4444
7 C 16.3088 9.3903 13.0945
8 C 15.8549 10.4811 12.3613
9 S 15.5883 12.0231 13.1765
10 N 14.6990 12.9322 12.0426
11 C 14.7160 12.6443 10.7827
12 C 14.2137 13.6921 9.8183
13 C 13.8909 13.4039 8.4983
14 C 13.5427 14.4308 7.6393
15 C 13.5057 15.7287 8.1208
16 C 13.7965 15.9383 9.4621
17 N 14.1290 14.9597 10.2952
18 H 15.3290 11.4635 9.2492
19 H 15.5551 9.0435 9.3370
20 H 16.4763 7.1321 10.5770
21 H 16.8986 7.3334 13.0234
22 H 16.4622 9.4991 14.1675
23 H 13.9258 12.3743 8.1819
24 H 13.3192 14.2324 6.5961
25 H 13.2304 16.5446 7.4649
26 H 13.7211 16.9328 9.9066
27 S 11.6977 15.2582 15.2899
28 C 12.8635 14.2811 16.1253
29 N 13.3996 13.2042 15.6890
30 C 14.2192 12.6278 16.6832
31 C 14.9088 11.4158 16.5992
32 C 15.6029 10.9653 17.6883
33 C 15.6104 11.6736 18.8875
34 C 14.9354 12.8745 18.9979
35 C 14.2531 13.3453 17.8775
36 S 13.2963 14.7800 17.7415
37 H 14.8318 10.8468 15.6970
38 H 16.0852 10.0126 17.6429
39 H 16.1502 11.2863 19.7535
40 H 14.9331 13.4354 19.9306
41 C 17.2085 16.8989 9.4107
42 C 18.5806 16.3367 9.8000
43 C 18.7206 15.8839 11.2594
44 C 17.6749 14.8811 11.7372
45 N 16.4024 15.4875 12.1746
46 C 16.1929 15.8446 13.4220
47 S 14.5987 16.3494 13.9602
48 N 17.1794 15.9363 14.2812
49 C 17.1215 16.3057 15.7012
50 C 16.9003 17.7937 15.9588
51 C 17.9736 18.7194 15.3569
52 C 19.3412 18.5576 15.9879
53 H 17.2382 17.2849 8.4026
54 H 16.8702 17.6989 10.0762
55 H 16.4567 16.1075 9.4484
56 H 19.3208 17.1329 9.6324
57 H 18.8161 15.5068 9.1418
58 H 18.6884 16.7804 11.8814
59 H 19.7035 15.4232 11.4307
60 H 18.0379 14.2944 12.5848
61 H 17.4206 14.1778 10.9365
62 H 15.5855 15.4012 11.5823
63 H 18.1009 15.9402 13.8628
64 H 18.0617 15.9490 16.1591
65 H 16.2859 15.7398 16.1500
66 H 16.8751 17.9597 17.0529
67 H 15.9260 18.0308 15.5501
68 H 17.6546 19.7544 15.4986
69 H 18.0309 18.5931 14.2710
70 H 19.2560 18.7160 17.0682
71 H 20.0560 19.2907 15.6043
72 H 19.7792 17.5936 15.8253
73 C 9.4176 19.3356 10.3766
74 Si 10.8628 18.1389 10.4448
75 C 10.4560 16.5950 9.4587
76 C 12.4072 19.0990 9.9936
77 As 11.1185 17.4159 12.6451
78 Si 11.9972 19.1492 13.9801
79 C 10.6910 20.4498 13.6989
80 C 13.6298 19.7443 13.3214
81 C 12.1516 18.7450 15.7932
82 Si 9.0136 16.5667 13.3998
83 C 8.7543 16.7813 15.2623
84 C 7.6768 17.5285 12.5462
85 C 8.9050 14.7997 12.8535
86 H 9.4946 19.8151 9.4142
87 H 9.4715 20.1270 11.1068
88 H 8.4478 18.8682 10.4460
89 H 10.4472 16.8435 8.3986
90 H 9.4273 16.3016 9.7064
91 H 11.0929 15.7280 9.6388
92 H 12.4355 19.1475 8.9153
93 H 13.3369 18.7351 10.3857
94 H 12.2698 20.1234 10.3469
95 H 10.6688 20.7650 12.6665
96 H 10.9953 21.2999 14.3039
97 H 9.6912 20.1822 14.0325
98 H 13.7105 19.6605 12.2569
99 H 14.4539 19.2210 13.8065
100 H 13.7340 20.7847 13.5923
101 H 11.2653 18.3168 16.2389
102 H 12.3148 19.7163 16.2659
103 H 13.0068 18.0961 15.9404
104 H 9.2678 17.6082 15.7319
105 H 8.9805 15.8541 15.7828
106 H 7.6714 16.9531 15.3406
107 H 7.6864 18.6040 12.7513
108 H 6.7676 17.1103 13.0105
109 H 7.5748 17.3749 11.4826
110 H 9.5432 14.1224 13.4281
111 H 9.0672 14.6720 11.7962
112 H 7.8741 14.4929 13.0097

Löwdin population analysis, charges in e, atoms 1 to 6:
1 Bi 1.1344
2 N 0.1280
3 C -0.2386
4 C -0.0118
5 C -0.0618
6 C -0.0607



(2)
C37H60CsN4P2 as an isolated structure. Source: the OMol25 dataset; level of theory: wB97M-V/def2-TZVPD.

Summary:
ΔE to the lowest compared entry with this formula, charge and spin   37.9 kJ/mol
Net charge   +1
Max |F|   0.38 eV/Å

Geometry (Å):
1 Cs 0.7729 -0.9456 -2.9680
2 C -0.8885 -4.6703 3.2469
3 C -1.3252 -3.8931 2.0025
4 C -1.2793 -4.7862 0.7621
5 C -0.4959 -2.6357 1.8521
6 C 0.7607 -2.6505 1.2811
7 C 1.5837 -1.5182 1.2024
8 C 2.9997 -1.7996 0.6701
9 C 3.8857 -0.6009 0.3473
10 C 2.9302 -2.6797 -0.5878
11 C 1.0884 -0.3012 1.6969
12 C -0.1798 -0.2805 2.3348
13 C -0.9452 -1.4343 2.3833
14 C -0.7134 0.9476 3.0732
15 C -2.2344 1.1200 2.9647
16 C -0.3518 0.8774 4.5616
17 C 1.8875 0.9732 1.8167
18 C 2.5728 1.1005 3.0256
19 C 3.2072 2.2707 3.4014
20 C 3.1290 3.3730 2.5675
21 C 2.4799 3.2524 1.3512
22 C 1.8839 2.0625 0.9207
23 P 1.3075 1.9483 -0.8368
24 C 2.4966 3.0271 -1.8631
25 C 2.2923 2.5816 -3.3260
26 C 3.9375 2.6505 -1.4956
27 C 2.3582 4.5537 -1.8234
28 C -0.3848 2.7771 -0.8233
29 C -0.8359 3.1364 -2.2426
30 C -1.3356 1.6836 -0.3267
31 C -0.5065 3.9925 0.0936
32 H -1.4999 -5.5647 3.3765
33 H -0.9807 -4.0595 4.1454
34 H 0.1538 -4.9828 3.1554
35 H -2.3620 -3.5799 2.1623
36 H -0.3129 -5.2870 0.6694
37 H -1.4498 -4.2109 -0.1512
38 H -2.0394 -5.5664 0.8234
39 H 1.1390 -3.5963 0.9185
40 H 3.4957 -2.3755 1.4593
41 H 3.4078 0.0427 -0.3920
42 H 4.8249 -0.9626 -0.0781
43 H 4.1280 0.0048 1.2159
44 H 2.2727 -2.1671 -1.2895
45 H 2.5443 -3.6806 -0.4146
46 H 3.9109 -2.7736 -1.0529
47 H -1.9177 -1.4111 2.8611
48 H -0.2391 1.8385 2.6527
49 H -2.7622 0.4048 3.5971
50 H -2.6036 0.9992 1.9470
51 H -2.5157 2.1152 3.3121
52 H -0.8125 -0.0038 5.0136
53 H -0.7267 1.7592 5.0837
54 H 0.7216 0.8181 4.7248
55 H 2.5947 0.2433 3.6876
56 H 3.7344 2.3259 4.3448
57 H 3.5754 4.3167 2.8520
58 H 2.4366 4.1190 0.7115
59 H 2.5456 1.5289 -3.4637
60 H 2.9670 3.1526 -3.9695
61 H 1.2811 2.7560 -3.6888
62 H 4.1031 1.5770 -1.6017
63 H 4.2069 2.9410 -0.4818
64 H 4.6152 3.1620 -2.1858
65 H 1.3494 4.8996 -2.0368
66 H 3.0131 4.9777 -2.5900
67 H 2.6747 4.9873 -0.8773
68 H -0.7568 2.2774 -2.9164
69 H -0.2818 3.9644 -2.6802
70 H -1.8898 3.4273 -2.2130
71 H -1.4353 0.8851 -1.0680
72 H -2.3296 2.1099 -0.1588
73 H -0.9932 1.2307 0.5988
74 H 0.1659 4.7998 -0.1931
75 H -0.2937 3.7297 1.1308
76 H -1.5284 4.3797 0.0497
77 C 6.4164 -0.4304 -3.3888
78 C 4.9716 -0.5911 -3.4856
79 N 3.8342 -0.7180 -3.5612
80 H 6.9095 -1.3597 -3.6671
81 H 6.6872 -0.1707 -2.3666
82 H 6.7434 0.3630 -4.0581
83 C -5.2804 -2.7868 -0.3963
84 N -5.2218 -2.9856 -1.8422
85 C -5.8999 -1.8661 -2.4924
86 N -5.3693 -0.5555 -2.1196
87 C -5.4205 -0.4324 -0.6628
88 N -4.7288 -1.5076 0.0464
89 C -3.2870 -1.4472 -0.1775
90 P -2.7991 -1.6221 -1.9615
91 C -3.8443 -3.1233 -2.3096
92 C -4.0105 -0.3684 -2.6226
93 H -4.7432 -3.5984 0.0992
94 H -6.3282 -2.8269 -0.0921
95 H -6.9529 -1.8978 -2.2067
96 H -5.8325 -1.9851 -3.5755
97 H -6.4685 -0.4453 -0.3583
98 H -4.9863 0.5264 -0.3699
99 H -2.8013 -2.2486 0.3817
100 H -2.8935 -0.5086 0.2167
101 H -3.3886 -3.9926 -1.8277
102 H -3.8474 -3.3162 -3.3853
103 H -4.0210 -0.4228 -3.7147
104 H -3.6657 0.6343 -2.3540

Löwdin population analysis, charges in e, atoms 1 to 6:
1 Cs 0.7798
2 C -0.0508
3 C -0.3895
4 C -0.0658
5 C -0.1958
6 C 0.0130



Frontier orbital gap, record by record: 6.6 8.1 eV
Total energy, record by record: -6685.7597 -2367.5718 Ha